Record 1
{"formula": "BH4N", "method": "ωB97M-V/def2-TZVPD", "elements": ["B", "N", "H", "H", "H", "H"], "positions_angstrom": [[0.09, 0.35, -0.61], [-0.13, -0.16, 0.58], [-0.46, 1.37, -0.84], [0.68, -0.18, -1.38], [-0.75, 0.16, 1.32], [0.35, -1.29, 0.98]], "e_tot_ev": -2230.61627, "spin_multiplicity": 1, "gap_ev": 11.684, "total_charge": 0, "e_lumo_ev": 0.68, "e_above_lowest_kj_mol": 117.1}

---

Record 2
{"formula": "C45H50F4N6O3PSSi2TaTe", "method": "ωB97M-V/def2-TZVPD", "elements": ["Ta", "C", "C", "C", "C", "C", "C", "C", "C", "S", "C", "N", "C", "C", "C", "C", "C", "C", "C", "C", "H", "H", "H", "H", "H", "H", "H", "H", "H", "H", "H", "H", "H", "H", "H", "H", "C", "C", "C", "N", "C", "C", "H", "H", "H", "H", "H", "C", "Si", "C", "C", "C", "Si", "C", "C", "C", "H", "H", "H", "H", "H", "H", "H", "H", "H", "H", "H", "H", "H", "H", "H", "H", "H", "H", "H", "F", "C", "C", "F", "C", "C", "C", "F", "C", "C", "C", "N", "C", "N", "F", "C", "C", "N", "C", "N", "C", "C", "O", "P", "O", "Te", "O", "C", "C", "H", "H", "H", "H", "H", "H", "H", "H", "H", "H"], "positions_angstrom": [[-0.16, -0.26, -0.28], [6.29, 1.68, 3.71], [5.22, 1.48, 2.63], [4.73, 2.87, 2.18], [5.87, 0.77, 1.43], [4.03, 0.67, 3.13], [3.91, 0.28, 4.47], [2.80, -0.40, 4.94], [1.78, -0.68, 4.04], [0.26, -1.43, 4.37], [-0.20, -1.20, 2.75], [0.69, -0.63, 1.97], [1.86, -0.30, 2.70], [3.00, 0.36, 2.25], [-1.51, -1.54, 2.22], [-2.44, -2.26, 2.94], [-3.67, -2.56, 2.37], [-3.95, -2.11, 1.08], [-3.00, -1.39, 0.37], [-1.76, -1.09, 0.93], [7.13, 2.24, 3.29], [6.68, 0.73, 4.07], [5.91, 2.25, 4.56], [5.58, 3.50, 1.90], [4.18, 3.36, 2.99], [4.07, 2.79, 1.31], [6.76, 1.32, 1.11], [5.19, 0.71, 0.59], [6.18, -0.24, 1.70], [4.70, 0.51, 5.17], [2.73, -0.69, 5.98], [3.08, 0.64, 1.21], [-2.22, -2.61, 3.95], [-4.40, -3.13, 2.92], [-4.91, -2.34, 0.62], [-3.23, -1.05, -0.64], [4.78, -0.34, -1.94], [4.38, -1.32, -1.06], [3.11, -1.26, -0.53], [2.24, -0.29, -0.85], [2.65, 0.68, -1.68], [3.91, 0.70, -2.24], [5.77, -0.36, -2.38], [5.03, -2.14, -0.78], [2.78, -1.99, 0.19], [1.94, 1.47, -1.89], [4.19, 1.50, -2.90], [-3.34, 0.48, -3.10], [-1.97, 1.65, -2.63], [-2.57, 3.39, -2.93], [-0.45, 1.47, -3.71], [-1.42, 1.60, -0.81], [-2.68, 2.19, 0.49], [-4.42, 1.71, 0.03], [-2.50, 4.05, 0.51], [-2.32, 1.63, 2.25], [-3.51, 0.53, -4.18], [-4.28, 0.77, -2.61], [-3.13, -0.56, -2.85], [-2.80, 3.52, -3.99], [-1.79, 4.12, -2.67], [-3.47, 3.63, -2.36], [-0.60, 1.99, -4.66], [-0.19, 0.44, -3.95], [0.42, 1.93, -3.23], [-0.64, 2.36, -0.78], [-4.77, 2.27, -0.83], [-5.09, 1.92, 0.86], [-4.51, 0.65, -0.20], [-2.64, 4.49, -0.48], [-1.50, 4.34, 0.87], [-3.23, 4.50, 1.18], [-2.94, 0.78, 2.53], [-2.56, 2.45, 2.94], [-1.28, 1.35, 2.42], [1.54, 5.57, 3.91], [1.51, 5.85, 2.62], [1.63, 7.13, 2.23], [1.77, 8.06, 3.14], [1.63, 7.52, 0.82], [1.46, 6.42, -0.13], [1.34, 5.16, 0.28], [1.21, 4.19, -0.63], [1.34, 4.77, 1.68], [1.17, 3.48, 2.07], [0.97, 2.40, 1.15], [0.75, 1.46, 0.53], [1.14, 3.02, 3.43], [1.06, 2.57, 4.49], [1.41, 6.68, -1.41], [1.80, 8.80, 0.42], [1.97, 9.91, 1.33], [2.10, 10.83, 2.00], [1.85, 9.20, -0.96], [1.93, 9.55, -2.05], [1.60, -2.89, -5.20], [2.01, -2.45, -3.82], [0.97, -1.64, -3.17], [-0.25, -2.26, -2.41], [-1.00, -0.96, -1.88], [0.34, -3.28, -0.38], [-1.09, -2.96, -3.50], [-2.35, -3.67, -3.19], [-3.28, -3.50, -4.36], [2.46, -3.37, -5.68], [1.30, -2.04, -5.80], [0.78, -3.61, -5.17], [2.87, -1.79, -3.85], [2.24, -3.30, -3.17], [-2.77, -3.25, -2.27], [-2.09, -4.71, -3.02], [-3.48, -2.45, -4.55], [-4.22, -4.00, -4.14], [-2.85, -3.95, -5.26]], "e_tot_ev": -118142.61336, "spin_multiplicity": 1, "gap_ev": 5.225, "total_charge": 2, "e_lumo_ev": -7.85, "e_above_lowest_kj_mol": 94.1}

---

Record 3
{"formula": "C6H6P2S2", "method": "ωB97M-V/def2-TZVPD", "elements": ["C", "C", "C", "C", "C", "C", "P", "P", "S", "S", "H", "H", "H", "H", "H", "H"], "positions_angstrom": [[-1.98, -0.26, 0.75], [-1.09, -0.97, 1.55], [-1.50, 0.57, -0.25], [0.27, -0.83, 1.37], [-0.14, 0.69, -0.46], [0.75, -0.01, 0.34], [4.37, 1.81, -3.44], [2.56, 0.06, 0.13], [4.49, 1.69, -5.38], [2.77, 0.18, -1.83], [-3.04, -0.36, 0.90], [-1.47, -1.63, 2.32], [-2.19, 1.11, -0.87], [0.97, -1.37, 1.99], [0.23, 1.33, -1.25], [5.35, 0.88, -3.03]], "e_tot_ev": -46566.20670, "spin_multiplicity": 1, "gap_ev": 6.306, "total_charge": 0, "e_lumo_ev": -2.00, "e_above_lowest_kj_mol": 46.0}

---

Record 4
{"formula": "C48H34Cl3N6O4RbSe", "method": "ωB97M-V/def2-TZVPD", "elements": ["Rb", "O", "C", "C", "C", "C", "C", "C", "C", "C", "C", "O", "C", "C", "C", "C", "C", "C", "C", "C", "C", "C", "C", "C", "N", "C", "C", "C", "C", "C", "C", "C", "C", "C", "C", "C", "C", "H", "H", "H", "H", "H", "H", "H", "H", "H", "H", "H", "H", "H", "H", "H", "H", "H", "H", "H", "H", "H", "H", "H", "H", "H", "H", "H", "O", "N", "O", "C", "C", "C", "C", "C", "C", "N", "C", "C", "N", "C", "C", "C", "C", "H", "H", "H", "H", "H", "H", "H", "Cl", "C", "Cl", "Cl", "C", "N", "Se", "C", "N"], "positions_angstrom": [[-0.34, 0.58, -1.54], [-1.15, 1.43, 0.67], [-1.21, 1.17, 1.98], [0.10, 0.39, 2.51], [0.23, -1.10, 2.37], [0.41, -1.87, 3.52], [0.58, -3.24, 3.39], [0.54, -3.80, 2.13], [0.37, -2.97, 1.02], [0.35, -3.59, -0.35], [-0.81, -3.13, -1.34], [-0.64, -1.86, -1.74], [-0.68, -4.14, -2.53], [-1.06, -5.48, -2.41], [-0.91, -6.35, -3.48], [-0.39, -5.90, -4.68], [-0.03, -4.56, -4.81], [-0.17, -3.69, -3.74], [-2.23, -3.33, -0.79], [-3.27, -3.04, -1.68], [-4.60, -3.11, -1.30], [-4.93, -3.49, 0.00], [-3.92, -3.78, 0.89], [-2.58, -3.71, 0.51], [0.25, -1.65, 1.15], [-1.08, 2.49, 2.82], [-1.73, 2.72, 4.03], [-1.53, 3.90, 4.73], [-0.66, 4.86, 4.25], [0.00, 4.64, 3.05], [-0.21, 3.47, 2.34], [-2.57, 0.53, 2.34], [-2.79, -0.65, 3.03], [-4.08, -1.13, 3.24], [-5.17, -0.43, 2.77], [-4.97, 0.77, 2.09], [-3.68, 1.23, 1.88], [0.27, 0.65, 3.56], [0.89, 0.86, 1.91], [0.43, -1.40, 4.50], [0.74, -3.86, 4.27], [0.65, -4.87, 2.00], [0.33, -4.67, -0.24], [1.26, -3.30, -0.88], [-1.49, -5.83, -1.48], [-1.22, -7.39, -3.37], [-0.29, -6.58, -5.52], [0.36, -4.20, -5.75], [0.07, -2.64, -3.81], [-3.00, -2.72, -2.68], [-5.38, -2.88, -2.01], [-5.97, -3.53, 0.31], [-4.17, -4.07, 1.91], [-1.82, -3.94, 1.24], [-2.41, 1.97, 4.42], [-2.06, 4.06, 5.67], [-0.51, 5.79, 4.80], [0.69, 5.38, 2.66], [0.29, 3.28, 1.40], [-1.96, -1.23, 3.41], [-4.22, -2.06, 3.77], [-6.18, -0.81, 2.93], [-5.82, 1.34, 1.73], [-3.51, 2.15, 1.34], [6.76, 4.53, 1.34], [5.89, 5.25, 0.88], [6.00, 6.47, 0.90], [4.70, 4.68, 0.32], [3.70, 5.57, 0.02], [2.46, 5.15, -0.50], [1.39, 6.05, -0.73], [0.21, 5.56, -1.21], [0.11, 4.18, -1.49], [1.09, 3.33, -1.27], [2.23, 3.79, -0.77], [3.29, 2.83, -0.48], [3.01, 1.55, -0.74], [3.92, 0.64, -0.51], [5.18, 0.95, 0.00], [5.48, 2.26, 0.30], [4.52, 3.27, 0.07], [3.87, 6.61, 0.22], [1.53, 7.10, -0.53], [-0.64, 6.21, -1.37], [-0.80, 3.77, -1.92], [3.64, -0.38, -0.74], [5.91, 0.17, 0.18], [6.44, 2.52, 0.70], [2.79, -2.18, -6.34], [3.35, -1.60, -4.78], [4.91, -0.75, -4.97], [3.61, -2.97, -3.67], [2.41, -0.67, -4.15], [1.79, 0.08, -3.54], [0.59, 1.26, -7.29], [-0.13, 1.47, -5.68], [-0.64, 1.62, -4.64]], "e_tot_ev": -171026.36589, "spin_multiplicity": 1, "gap_ev": 4.561, "total_charge": -2, "e_lumo_ev": 2.27, "e_above_lowest_kj_mol": 94.3}

---

Record 5
{"formula": "C17H33N3O2P", "method": "ωB97M-V/def2-TZVPD", "elements": ["C", "C", "O", "C", "C", "N", "C", "C", "P", "O", "C", "C", "C", "H", "H", "H", "H", "H", "H", "H", "H", "H", "H", "H", "H", "H", "H", "H", "H", "H", "H", "H", "C", "C", "C", "C", "N", "H", "H", "H", "H", "H", "H", "H", "C", "C", "C", "C", "N", "H", "H", "H", "H", "H", "H", "H"], "positions_angstrom": [[1.03, 1.56, 1.76], [1.44, 0.05, 1.60], [0.97, -0.54, 0.38], [-0.32, -1.11, 0.51], [-1.34, -0.21, -0.30], [-2.36, 0.41, 0.58], [-3.35, -0.35, 0.88], [-4.36, 0.43, 1.75], [-4.66, -0.57, 3.29], [-3.36, -0.67, 4.07], [-3.86, 1.91, 1.87], [-4.58, 2.91, 0.89], [-2.43, 1.75, 1.17], [0.40, 1.93, 0.93], [1.93, 2.19, 1.86], [0.43, 1.67, 2.69], [2.54, 0.03, 1.54], [1.09, -0.48, 2.51], [-0.69, -1.16, 1.55], [-0.38, -2.12, 0.07], [-1.90, -0.88, -0.98], [-0.83, 0.53, -0.94], [-3.52, -1.40, 0.60], [-5.25, 0.50, 1.07], [-4.99, -1.89, 2.82], [-5.79, -0.13, 4.04], [-3.63, 2.28, 2.88], [-4.28, 2.59, -0.13], [-5.68, 2.88, 0.97], [-4.19, 3.93, 1.01], [-1.74, 1.72, 2.03], [-2.14, 2.53, 0.45], [4.92, 1.47, -1.20], [5.54, 2.85, -1.38], [5.16, 3.83, -0.27], [3.73, 4.15, -0.28], [2.61, 4.40, -0.29], [3.83, 1.51, -1.26], [5.27, 0.80, -1.99], [5.20, 1.04, -0.24], [5.25, 3.26, -2.36], [6.63, 2.75, -1.39], [5.73, 4.76, -0.40], [5.44, 3.42, 0.70], [0.54, -5.91, -3.12], [1.16, -4.53, -3.26], [0.75, -3.57, -2.14], [-0.69, -3.26, -2.17], [-1.81, -3.01, -2.19], [-0.55, -5.88, -3.19], [0.91, -6.57, -3.91], [0.81, -6.36, -2.16], [0.88, -4.11, -4.23], [2.24, -4.62, -3.25], [1.31, -2.64, -2.24], [1.01, -3.99, -1.17]], "e_tot_ev": -36010.16855, "spin_multiplicity": 1, "gap_ev": 8.889, "total_charge": 1, "e_lumo_ev": -3.94}

---

Record 6
{"formula": "C33H50HgN7OPS3Si2", "method": "ωB97M-V/def2-TZVPD", "elements": ["Hg", "C", "Si", "C", "C", "C", "C", "C", "C", "C", "C", "N", "Si", "C", "C", "C", "H", "H", "H", "H", "H", "H", "H", "H", "H", "H", "H", "H", "H", "H", "H", "H", "H", "H", "H", "H", "H", "H", "C", "N", "C", "C", "N", "C", "H", "H", "H", "H", "H", "H", "S", "C", "N", "C", "C", "N", "H", "H", "H", "H", "H", "H", "C", "N", "C", "N", "O", "H", "H", "H", "H", "H", "H", "S", "P", "S", "C", "C", "C", "C", "C", "C", "C", "C", "C", "C", "C", "C", "H", "H", "H", "H", "H", "H", "H", "H", "H", "H"], "positions_angstrom": [[-0.55, 1.20, 0.84], [-0.89, 3.58, 3.53], [0.81, 2.82, 3.40], [1.67, 3.29, 5.06], [1.82, 3.81, 2.13], [0.55, 0.99, 3.08], [-0.57, 0.45, 3.84], [-0.73, 0.62, 5.26], [-1.94, 0.22, 5.87], [-2.96, -0.29, 5.07], [-2.67, -0.60, 3.73], [-1.51, -0.29, 3.16], [2.03, -0.08, 2.79], [1.53, -1.79, 2.22], [3.17, -0.34, 4.25], [3.20, 0.75, 1.51], [-0.72, 4.65, 3.77], [-1.54, 3.10, 4.37], [-1.47, 3.41, 2.59], [2.68, 2.94, 5.03], [1.21, 2.82, 5.91], [1.76, 4.39, 5.26], [1.22, 4.73, 1.94], [1.95, 3.25, 1.17], [2.80, 4.18, 2.54], [0.12, 0.91, 5.83], [-2.08, 0.29, 6.94], [-3.94, -0.52, 5.52], [-3.35, -1.14, 3.06], [1.12, -2.35, 3.06], [2.47, -2.23, 1.80], [0.71, -1.63, 1.51], [2.64, -0.86, 5.04], [3.65, 0.60, 4.65], [4.05, -0.98, 4.05], [2.71, 0.83, 0.54], [4.16, 0.15, 1.41], [3.50, 1.70, 1.88], [-4.03, -3.01, -2.37], [-3.87, -1.80, -1.56], [-4.69, -0.70, -1.43], [-4.09, 0.12, -0.49], [-2.93, -0.50, -0.05], [-2.80, -1.61, -0.72], [-4.89, -3.53, -1.97], [-3.10, -3.59, -2.19], [-4.06, -2.67, -3.41], [-5.56, -0.43, -1.95], [-4.26, 1.17, -0.24], [-1.95, -2.30, -0.65], [-0.01, -3.59, -0.91], [0.28, -5.15, -0.36], [0.69, -5.50, 0.93], [0.56, -6.93, 1.08], [0.51, -7.48, -0.36], [0.29, -6.27, -1.12], [0.59, -4.80, 1.65], [-0.34, -7.17, 1.67], [1.38, -7.36, 1.65], [-0.22, -8.29, -0.45], [1.46, -8.05, -0.65], [0.20, -6.21, -2.11], [-4.67, 4.93, -1.92], [-4.37, 4.22, -0.68], [-3.21, 3.62, -0.28], [-2.07, 3.88, -0.97], [-3.19, 2.95, 0.81], [-5.71, 5.30, -1.83], [-4.40, 4.33, -2.78], [-4.01, 5.81, -1.93], [-5.15, 4.10, -0.02], [-2.04, 4.45, -1.85], [-1.18, 3.44, -0.64], [3.36, 3.36, -4.34], [2.16, 2.03, -3.67], [0.76, 2.51, -2.32], [1.30, 1.20, -5.03], [2.06, 0.60, -6.04], [1.38, 0.03, -7.16], [0.01, 0.12, -7.22], [-0.73, 0.59, -6.12], [-0.11, 1.17, -5.02], [3.00, 0.57, -2.97], [2.28, -0.47, -2.42], [2.99, -1.55, -1.85], [4.38, -1.63, -1.92], [5.11, -0.60, -2.55], [4.43, 0.53, -3.08], [3.13, 0.65, -5.88], [2.02, -0.45, -8.01], [-0.62, -0.11, -8.12], [-1.79, 0.53, -6.14], [-0.57, 1.49, -4.09], [1.22, -0.33, -2.33], [2.42, -2.33, -1.55], [4.93, -2.44, -1.42], [6.22, -0.79, -2.65], [4.89, 1.37, -3.65]], "e_tot_ev": -109238.76452, "spin_multiplicity": 2, "gap_ev": [5.448, 6.167], "total_charge": -1, "e_lumo_ev": [1.78, 1.78], "s_squared": 0.762, "e_above_lowest_kj_mol": 0.0}